1.
The following is a DFT calculation (wB97M-V/def2-TZVPD) of C25H47I2N3O8P as an isolated structure.

Geometry as XYZ:
```
86
Properties=species:S:1:pos:R:3:forces:R:3
C -0.132 -2.478 3.286 -0.02 0.57 -0.29
C 1.263 -2.096 2.784 -0.31 -0.71 0.46
N 1.205 -1.885 1.334 0.07 0.72 0.30
C 2.428 -1.393 0.644 0.27 -0.83 -0.12
C 2.045 -0.852 -0.751 -0.76 0.23 0.07
C 0.708 -0.090 -0.952 0.37 0.12 -0.30
C -0.321 -0.792 -1.844 0.27 0.26 0.62
C -1.072 -1.955 -1.189 -0.71 -0.03 -1.08
N -0.572 -3.253 -1.682 0.55 -0.05 0.90
C -0.612 -4.389 -0.899 0.30 -0.34 -0.01
C -1.760 -4.535 0.081 -0.04 -0.05 -0.21
O 0.211 -5.284 -1.020 -0.49 0.42 -0.10
C 3.403 -2.638 0.399 -0.26 0.26 1.01
O 3.476 -3.426 1.357 -0.15 -0.37 0.57
O 3.973 -2.675 -0.676 0.72 0.05 -1.48
N 3.157 -0.439 1.543 -0.66 0.58 -1.42
C 4.575 -0.412 1.422 0.04 -0.31 0.46
I 5.503 0.491 -0.251 -0.06 0.03 -0.04
C 5.293 -0.963 2.403 -0.05 0.05 0.05
C 4.675 -1.641 3.597 0.09 0.10 -0.18
I 7.377 -1.018 2.397 0.09 -0.04 -0.01
P 2.542 1.135 1.860 1.22 0.51 1.44
O 2.501 1.941 0.416 -0.60 -0.14 -0.02
O 0.993 0.830 2.244 -0.26 0.03 -0.58
H -0.856 -1.739 2.926 -0.04 -0.09 0.00
H -0.442 -3.456 2.915 0.01 -0.06 0.14
H -0.169 -2.438 4.376 0.03 -0.30 0.01
H 1.565 -1.196 3.310 0.12 0.07 -0.18
H 1.957 -2.895 3.055 0.18 0.12 -0.12
H 1.047 -2.808 0.939 -0.10 0.04 -0.11
H 2.030 -1.722 -1.411 0.15 -0.01 0.04
H 2.833 -0.211 -1.131 0.23 -0.21 0.09
H 0.958 0.835 -1.481 -0.08 0.07 0.09
H 0.230 0.199 -0.019 -0.08 -0.04 0.04
H 0.200 -1.108 -2.752 -0.22 -0.09 -0.09
H -1.045 -0.029 -2.140 -0.04 -0.10 -0.14
H -2.111 -1.871 -1.527 -0.07 -0.09 0.24
H -1.082 -1.883 -0.103 0.32 0.02 0.01
H 0.340 -3.188 -2.117 -0.05 -0.05 -0.12
H -2.195 -3.596 0.416 0.04 0.00 0.03
H -2.544 -5.106 -0.424 0.01 0.01 0.02
H -1.406 -5.127 0.922 -0.02 0.05 0.02
H 3.787 -1.090 3.899 0.01 -0.07 0.07
H 5.385 -1.691 4.419 -0.05 0.00 0.03
H 4.377 -2.645 3.285 -0.03 0.01 0.06
H 1.602 2.205 0.183 -0.03 -0.15 -0.15
H 0.629 0.019 1.834 0.02 -0.14 -0.07
C 0.884 6.437 3.570 0.08 -0.01 -0.01
C 0.661 5.092 2.882 -0.09 0.01 0.00
C 1.115 4.114 3.958 0.09 0.03 -0.01
O 0.824 4.744 5.215 -0.02 -0.01 -0.02
C 0.495 6.113 5.007 -0.07 -0.04 -0.03
H 0.296 7.252 3.147 -0.02 -0.01 0.00
H 1.939 6.714 3.516 0.00 0.00 0.01
H -0.401 4.952 2.667 0.00 -0.01 0.00
H 1.216 4.976 1.952 0.03 0.00 0.01
H 2.192 3.932 3.895 0.00 -0.04 -0.03
H 0.602 3.155 3.903 0.01 -0.02 0.07
H -0.583 6.246 5.162 0.01 0.05 -0.01
H 1.026 6.723 5.740 0.00 -0.02 0.02
C 0.522 2.870 -6.078 0.07 -0.03 -0.01
C 0.130 1.539 -6.717 -0.08 0.03 0.02
C 0.503 0.551 -5.618 0.10 0.00 -0.01
O 0.319 1.242 -4.382 -0.03 0.02 0.02
C 0.140 2.634 -4.622 -0.06 0.00 -0.02
H 0.018 3.733 -6.512 -0.02 -0.01 0.00
H 1.600 3.025 -6.165 0.00 0.00 0.01
H -0.946 1.514 -6.901 0.00 -0.01 0.00
H 0.640 1.334 -7.657 0.02 0.01 0.01
H 1.551 0.245 -5.696 -0.01 -0.02 -0.04
H -0.118 -0.346 -5.619 -0.01 0.00 0.04
H -0.912 2.891 -4.443 0.01 0.04 -0.01
H 0.756 3.199 -3.921 0.01 -0.03 0.02
C -6.423 -1.085 -1.964 0.02 -0.07 -0.03
C -7.209 -1.522 -0.731 -0.01 0.09 0.02
C -6.092 -1.998 0.188 0.07 -0.09 0.03
O -4.945 -1.207 -0.121 -0.07 0.00 -0.11
C -5.170 -0.487 -1.335 -0.01 0.05 0.10
H -6.955 -0.376 -2.597 0.00 0.01 0.01
H -6.161 -1.955 -2.570 0.01 0.00 0.00
H -7.722 -0.665 -0.290 0.00 0.00 0.01
H -7.949 -2.295 -0.932 0.02 -0.02 -0.01
H -5.851 -3.052 0.008 -0.05 -0.01 0.01
H -6.332 -1.877 1.245 0.04 0.00 0.01
H -5.315 0.570 -1.085 0.00 0.02 -0.08
H -4.292 -0.577 -1.975 0.05 0.00 0.05
```
Forces are in eV/Å.

Properties
E_HOMO   -4.70 eV
Lowest unoccupied orbital energy   2.14 eV
Net charge   -1

Mulliken atomic charge list, values in e, 6 entries:
1 C -1.37
2 C -0.19
3 N -0.13
4 C 0.07
5 C -1.15
6 C -0.48



2.
The following is a DFT calculation (wB97M-V/def2-TZVPD) of an isolated molecule of C3H8N2S.

Geometry as XYZ:
```
14
Properties=species:S:1:pos:R:3:forces:R:3
N -2.349 0.037 0.302 1.15 -2.53 -0.35
C -1.043 0.422 0.784 1.34 -0.45 -4.22
C -0.035 -0.553 -0.249 1.06 -1.94 2.90
C 1.552 -0.643 0.133 -1.41 2.15 0.92
N 2.586 -0.153 -0.429 -0.84 0.46 -0.74
S 2.196 0.741 -1.916 0.84 -0.02 0.48
H -2.585 -0.936 0.630 -0.29 1.99 -0.38
H -2.960 0.778 0.443 -1.94 0.73 0.52
H -1.044 0.296 1.843 1.25 0.08 0.79
H -0.859 1.489 0.368 -0.04 -1.65 1.29
H -0.043 -1.798 0.133 -1.50 3.28 -1.62
H -0.451 -0.255 -1.303 1.30 -1.12 1.98
H 1.716 -0.969 1.227 -0.23 -0.13 -1.86
H 3.319 1.546 -1.965 -0.67 -0.85 0.27
```
Forces are in eV/Å.

Properties
E_HOMO   -8.85 eV
Structure (SMILES)   NCC/C=N\S
Lowest unoccupied orbital energy   0.81 eV

Mulliken atomic charge list, values in e, 6 entries:
1 N -0.49
2 C -0.45
3 C -0.52
4 C -0.01
5 N -0.41
6 S -0.18



3.
The following is a DFT calculation (wB97M-V/def2-TZVPD) of C34H38BiN7O3PS as an isolated structure.

Geometry as XYZ:
```
85
Properties=species:S:1:pos:R:3:forces:R:3
Bi -0.450 0.261 0.111 -0.05 0.08 0.02
C -1.845 -0.493 3.079 -0.04 0.05 0.02
C -1.990 0.970 3.498 0.01 -0.03 -0.03
C -2.633 1.864 2.471 0.04 -0.03 -0.01
C -3.597 2.793 2.836 0.01 0.00 0.00
C -4.175 3.596 1.867 0.00 0.00 0.01
C -3.779 3.449 0.545 -0.02 0.02 0.01
C -2.816 2.507 0.256 0.03 -0.02 0.03
N -2.251 1.729 1.194 -0.05 0.05 -0.02
N -0.590 -0.859 2.348 0.07 0.01 -0.05
C -0.629 -2.316 2.064 0.02 -0.02 -0.02
C -1.731 -2.657 1.098 0.00 0.04 -0.01
C -2.474 -3.818 1.201 -0.02 -0.02 0.01
C -3.469 -4.061 0.265 0.00 -0.01 0.00
C -3.699 -3.129 -0.737 0.00 0.01 -0.01
C -2.911 -1.996 -0.773 0.01 -0.01 0.01
N -1.941 -1.767 0.121 0.00 -0.03 -0.02
C 0.591 -0.575 3.192 0.01 0.04 0.02
C 1.219 0.771 2.949 -0.04 -0.01 -0.05
C 1.978 1.366 3.942 0.03 0.02 0.03
C 2.642 2.551 3.673 -0.01 -0.01 0.00
C 2.521 3.113 2.410 0.00 0.00 0.00
C 1.737 2.472 1.476 -0.01 0.00 -0.03
N 1.090 1.320 1.734 0.03 -0.05 0.03
H -2.693 -0.780 2.457 0.00 0.00 0.00
H -1.874 -1.117 3.978 0.01 -0.02 -0.01
H -1.030 1.395 3.801 -0.01 0.01 0.02
H -2.608 0.986 4.395 0.00 0.01 0.00
H -3.894 2.879 3.873 0.00 0.00 0.00
H -4.930 4.322 2.140 0.00 0.00 -0.01
H -4.211 4.050 -0.243 0.01 -0.01 0.00
H -2.472 2.371 -0.766 -0.01 0.00 0.00
H -0.758 -2.876 2.995 0.00 0.00 0.00
H 0.335 -2.602 1.635 0.00 0.00 0.01
H -2.286 -4.516 2.006 0.01 0.01 0.00
H -4.067 -4.960 0.327 0.00 0.00 0.00
H -4.477 -3.273 -1.472 0.00 0.00 0.00
H -3.058 -1.241 -1.535 0.00 0.00 0.00
H 1.354 -1.322 2.973 -0.01 -0.01 0.00
H 0.329 -0.677 4.248 0.00 -0.01 0.00
H 2.052 0.898 4.916 0.00 0.00 0.00
H 3.244 3.028 4.435 0.00 0.00 0.00
H 3.024 4.034 2.150 0.00 0.00 0.00
H 1.621 2.878 0.481 -0.01 0.01 0.00
N 2.408 -2.739 -1.768 0.09 -0.04 0.01
C 2.949 -3.512 -0.698 -0.01 -0.05 -0.01
C 3.243 -4.851 -0.880 0.00 -0.01 -0.02
C 3.736 -5.583 0.192 0.00 0.02 0.02
C 3.899 -4.988 1.436 0.00 0.01 0.00
C 3.573 -3.650 1.619 0.01 -0.04 0.00
C 3.118 -2.913 0.538 0.00 0.09 0.01
S 2.822 -1.176 0.604 0.00 -0.03 0.01
N 1.448 -1.092 -0.445 -0.05 0.08 -0.05
C 1.541 -1.740 -1.586 -0.04 0.02 0.04
C 0.657 -1.362 -2.730 -0.01 -0.01 -0.01
C 0.939 -1.731 -4.034 0.02 -0.02 0.01
C 0.083 -1.319 -5.047 -0.01 0.01 -0.01
C -1.025 -0.560 -4.720 0.01 -0.01 -0.01
C -1.220 -0.222 -3.391 -0.03 0.01 0.05
N -0.399 -0.604 -2.415 0.07 -0.01 0.00
H 2.425 -3.192 -2.669 -0.02 0.01 -0.01
H 3.100 -5.321 -1.847 0.00 0.00 0.01
H 3.992 -6.624 0.053 0.00 0.00 0.00
H 4.289 -5.564 2.264 0.00 0.00 0.00
H 3.714 -3.176 2.583 0.00 -0.01 0.00
H 1.818 -2.304 -4.295 0.00 0.00 0.00
H 0.287 -1.590 -6.075 0.00 0.00 0.00
H -1.722 -0.226 -5.476 0.00 0.00 0.00
H -2.060 0.399 -3.100 0.01 -0.01 -0.01
C 0.335 5.015 -0.988 -0.02 0.04 0.04
O 1.083 4.034 -1.733 0.01 -0.02 0.03
P 0.471 2.565 -1.948 0.02 -0.01 0.04
O 1.471 2.003 -3.058 -0.01 0.01 -0.04
C 2.907 2.111 -2.938 0.01 -0.01 0.03
O -0.877 2.767 -2.773 -0.03 -0.05 0.00
C -0.901 3.469 -4.048 0.01 0.03 -0.04
H 0.998 5.858 -0.824 0.01 0.00 -0.01
H 0.006 4.616 -0.025 0.01 -0.03 -0.01
H -0.535 5.339 -1.558 0.01 0.00 -0.02
H 3.322 1.663 -3.834 0.01 0.00 0.00
H 3.258 1.569 -2.057 -0.01 -0.01 0.00
H 3.202 3.155 -2.875 -0.01 0.01 -0.01
H -1.946 3.618 -4.298 -0.01 0.00 0.01
H -0.408 2.865 -4.807 0.00 -0.01 0.01
H -0.397 4.429 -3.961 0.00 0.00 0.01
```
Forces are in eV/Å.

Properties
E_HOMO   -15.68 eV
Lowest unoccupied orbital energy   -8.22 eV
Net charge   +3

Mulliken atomic charge list, values in e, 6 entries:
1 Bi 5.16
2 C -1.28
3 C -0.73
4 C 0.27
5 C -1.01
6 C -0.44



Values of frontier orbital gap, in order: 6.841; 9.667; 7.460, all in eV.
Values of energy relative to the best compared isomer or geometry (same formula, charge and spin), in order: 0.000; 4.082; 0.000, all in eV.